(w)
{
  "formula": "C3H6N2O3",
  "method": "the ωB97M-V functional and the def2-TZVPD basis",
  "smiles": "NC(=O)N(O)CC=O",
  "e_homo_ev": -9.295,
  "e_lumo_ev": 0.7,
  "orbital_gap_ev": 10.02,
  "species": ["N", "C", "O", "N", "O", "C", "C", "O", "H", "H", "H", "H", "H", "H"],
  "coordinates": [[0.9310, 0.4527, -1.9964], [0.7512, 0.8513, -0.7284], [0.8552, 1.9124, -0.1809], [0.6142, -0.4608, -0.0384], [1.3783, -0.5086, 1.1404], [-0.7750, -0.8391, 0.2140], [-1.4671, -0.0475, 1.3019], [-0.9422, 0.7194, 2.0558], [1.2863, 1.1176, -2.6675], [0.9072, -0.6386, -1.8487], [1.1380, 0.2810, 1.6641], [-0.7845, -1.8997, 0.5095], [-1.3222, -0.7407, -0.7269], [-2.5705, -0.1994, 1.3015]]
}

---

(x)
{
  "formula": "C3H6N2O3",
  "method": "the ωB97M-V functional and the def2-TZVPD basis",
  "e_homo_ev": -9.257,
  "e_lumo_ev": 0.1,
  "orbital_gap_ev": 9.36,
  "species": ["C", "C", "C", "H", "H", "H", "H", "H", "H", "N", "N", "O", "O", "O"],
  "coordinates": [[-0.2283, -0.4617, -0.0712], [-1.7502, 0.0738, -0.1323], [1.9236, 0.3741, -0.2923], [-0.3779, 2.2054, 0.1277], [0.0100, -1.1144, -0.9010], [-0.0145, -0.8574, 1.1087], [-2.5101, -1.6491, 0.6500], [2.6819, 1.2696, -1.1818], [1.8246, -1.7806, 0.5898], [0.6602, 0.7209, -0.1444], [2.4527, -0.8082, -0.0225], [0.1910, 1.6588, 0.6307], [-2.6856, -0.8994, 0.0373], [-2.1773, 1.2682, -0.3987]]
}

---

Least stable: (x)

---

(w)
{
  "formula": "C3H6N2O3",
  "method": "the ωB97M-V functional and the def2-TZVPD basis",
  "smiles": "CNC(=O)NC(=O)O",
  "e_homo_ev": -9.939,
  "e_lumo_ev": 0.6,
  "orbital_gap_ev": 10.58,
  "species": ["C", "N", "C", "O", "N", "C", "O", "O", "H", "H", "H", "H", "H", "H"],
  "coordinates": [[0.0437, -2.0958, 0.7571], [-0.1083, -1.4499, -0.5353], [0.2863, -0.1344, -0.7237], [1.0890, 0.1947, -1.5552], [-0.4226, 0.7596, 0.0811], [-0.3616, 2.1391, 0.0456], [-1.1632, 2.8259, 0.6219], [0.6611, 2.6093, -0.6558], [1.0904, -2.3407, 0.9620], [-0.5393, -3.0149, 0.7626], [-0.3197, -1.4435, 1.5500], [0.2962, -2.0218, -1.2712], [-1.1997, 0.3947, 0.6155], [0.6477, 3.5778, -0.6546]]
}

---

(x)
{
  "formula": "C3H6N2O3",
  "method": "the ωB97M-V functional and the def2-TZVPD basis",
  "e_homo_ev": [-8.843, -8.836],
  "e_lumo_ev": [-0.2, -0.2],
  "orbital_gap_ev": [8.60, 8.59],
  "species": ["C", "C", "C", "N", "N", "O", "O", "O", "H", "H", "H", "H", "H", "H"],
  "coordinates": [[-1.0857, 0.6688, -0.1380], [1.1655, -0.4653, -0.1041], [-0.2281, -0.4160, -0.5907], [-0.6901, -1.2841, -1.4479], [0.2230, -2.8564, -2.3127], [1.3109, -3.0801, -2.0194], [-1.7903, -1.3768, -1.9902], [-0.6363, -3.2791, -2.9670], [-1.9000, 0.3503, 0.4076], [-0.4496, 1.3465, 0.3841], [-1.5625, 1.2507, -0.8780], [1.7915, -1.0838, -0.6612], [1.5108, 0.6052, -0.3352], [1.0978, -0.6494, 0.9611]]
}

---

(y)
{
  "formula": "C3H6N2O3",
  "method": "the ωB97M-V functional and the def2-TZVPD basis",
  "smiles": "NN=C1OCOCO1",
  "e_homo_ev": -8.882,
  "e_lumo_ev": 0.8,
  "orbital_gap_ev": 9.68,
  "species": ["N", "N", "C", "O", "C", "O", "C", "O", "H", "H", "H", "H", "H", "H"],
  "coordinates": [[2.6432, 0.1031, 0.3064], [1.6702, -0.6819, -0.3701], [0.5423, -0.4260, -0.5486], [-0.4072, -1.1874, -0.7302], [-1.5804, -1.0851, 0.2494], [-2.3422, 0.1583, -0.0822], [-1.1401, 1.1887, 0.0060], [0.0303, 0.8466, -0.7857], [2.7017, 1.1746, -0.1502], [3.6691, -0.0815, 0.4703], [-0.9978, -1.2534, 1.2987], [-2.3198, -1.9630, 0.0525], [-1.0094, 1.3393, 1.0720], [-1.4600, 1.8676, -0.7885]]
}

---

Least stable: (x)

---

(w)
{
  "formula": "C3H6N2O3",
  "method": "the ωB97M-V functional and the def2-TZVPD basis",
  "smiles": "NC(=O)C(O)C(N)=O",
  "e_homo_ev": -10.005,
  "e_lumo_ev": 0.6,
  "orbital_gap_ev": 10.57,
  "species": ["N", "C", "O", "C", "O", "C", "N", "O", "H", "H", "H", "H", "H", "H"],
  "coordinates": [[1.3710, -0.4972, -0.6909], [0.4408, 0.4792, -1.1496], [0.8106, 1.6014, -1.4468], [-0.9012, 0.0792, -0.6445], [-1.2481, -1.2219, -1.0924], [-0.4829, -0.1339, 0.9824], [0.2442, 0.8215, 1.6392], [-1.2100, -0.8961, 1.6115], [2.3368, -0.2793, -0.9071], [1.1153, -1.4676, -0.8517], [-1.6760, 0.8166, -0.8551], [-1.8052, -1.6002, -0.3814], [0.9382, 1.3793, 1.1570], [0.0664, 0.9191, 2.6295]]
}

---

(x)
{
  "formula": "C3H6N2O3",
  "method": "the ωB97M-V functional and the def2-TZVPD basis",
  "e_homo_ev": -9.002,
  "e_lumo_ev": 0.3,
  "orbital_gap_ev": 9.32,
  "species": ["C", "C", "C", "H", "H", "H", "H", "H", "H", "N", "N", "O", "O", "O"],
  "coordinates": [[-1.2526, -0.1766, 0.0982], [0.0790, 0.3772, -0.6242], [1.3177, -0.2671, -0.0599], [-2.4348, -1.8427, 0.3167], [-0.7498, -2.1255, -0.4217], [-2.5790, 1.4672, -0.0913], [-0.0940, 0.0419, -1.7500], [-0.2229, 1.7908, 0.5058], [2.3436, 0.1035, 1.7589], [-1.5320, -1.4958, 0.0818], [-2.3881, 0.3732, 0.3765], [0.1167, 1.7191, -0.6567], [1.5249, 0.4719, 1.1888], [2.1475, -1.0882, -0.5335]]
}

---

Least stable: (x)

---

(w)
{
  "formula": "C7H11N3",
  "method": "the ωB97M-V functional and the def2-TZVPD basis",
  "charge": 2,
  "e_homo_ev": -16.826,
  "e_lumo_ev": -9.7,
  "orbital_gap_ev": 7.17,
  "species": ["C", "C", "C", "C", "C", "C", "C", "N", "N", "N", "H", "H", "H", "H", "H", "H", "H", "H", "H", "H", "H"],
  "coordinates": [[-0.3423, -1.2687, -2.0030], [0.6612, -0.3883, -1.9636], [1.2224, 1.5768, -0.6247], [-0.4875, 2.1083, 1.0247], [-1.2355, -1.0506, -0.8958], [-0.4592, -0.0378, -0.0505], [0.7313, -1.1687, 1.5271], [0.6347, 0.4494, -0.8461], [0.7226, 2.3364, 0.3941], [-1.0643, 0.9932, 0.7232], [-0.8231, -1.8143, -2.8316], [1.2943, -0.0951, -2.7173], [2.2378, 1.8039, -1.1413], [-1.0174, 2.9025, 1.5101], [-2.2745, -0.8083, -0.9877], [-1.2447, -2.0075, -0.3001], [0.1487, -1.2444, 2.3482], [1.6151, -0.5754, 1.5047], [0.6086, -2.0298, 0.8485], [1.1564, 3.3123, 0.4333], [-2.0332, 0.8717, 1.0518]]
}

---

(x)
{
  "formula": "C7H11N3",
  "method": "the ωB97M-V functional and the def2-TZVPD basis",
  "charge": 2,
  "e_homo_ev": -17.754,
  "e_lumo_ev": -9.4,
  "orbital_gap_ev": 8.31,
  "species": ["C", "C", "C", "C", "C", "C", "C", "N", "N", "N", "H", "H", "H", "H", "H", "H", "H", "H", "H", "H", "H"],
  "coordinates": [[-1.0818, -1.6353, 1.3648], [-0.3850, -2.0434, 0.3038], [0.2816, -0.9779, -1.7068], [-0.4019, 1.1777, -1.9180], [-1.1524, -0.1644, 1.4075], [-0.1830, 0.2564, 0.2507], [1.5659, 0.8059, 0.9534], [0.0778, -0.9297, -0.4260], [0.2464, 0.1769, -2.5015], [-0.5909, 1.2627, -0.6721], [-1.6665, -2.2124, 2.0634], [-0.2612, -3.0098, -0.1211], [0.4856, -1.9523, -2.2371], [-0.7335, 2.1053, -2.4781], [-2.1751, 0.0888, 1.4205], [-0.6710, 0.2470, 2.3361], [1.6379, 1.9189, 0.5252], [2.2906, 0.1777, 0.5287], [1.5769, 0.7587, 1.9542], [0.4036, 0.0839, -3.4943], [-1.2739, 2.0684, -0.3322]]
}

---

Least stable: (w)